The following is a quantum chemistry calculation of a molecular structure, C46H53As3ClF6KN3O4PTe in a non-equilibrium geometry, from the OMol25 dataset.

## Properties
Maximum force   1.95 eV Å⁻¹
Kohn-Sham gap   5.96 eV
Net charge   -2
Calculated total energy   -305474.43620 eV

Geometry (Å):
Te (-2.12599, -2.59158, -2.30467)
As (-4.27240, 0.23199, 0.10434)
As (-1.69741, -1.67675, 1.82044)
As (-5.92895, -2.37634, 4.55485)
K (-0.44302, -0.30572, -0.59710)
Cl (-1.22154, 1.82427, 1.75888)
P (1.06128, 2.81922, -0.24346)
F (-1.80648, -4.19931, -3.19343)
F (-1.00669, -3.22672, -0.77838)
F (-3.20834, -3.75265, -1.14969)
F (-2.02892, -1.79943, -4.06951)
F (-3.92679, -2.63053, -3.03086)
F (-0.21373, -2.28235, -2.70288)
O (-2.89347, 2.38942, -2.20902)
O (5.03968, -5.87664, -3.40023)
O (1.36658, 0.02233, 1.12278)
O (-2.37652, -1.00589, -1.48346)
N (1.92971, -0.06298, -1.58432)
N (7.25341, -1.30537, -1.06497)
N (6.70792, -0.51488, -0.25331)
C (-1.18029, 4.94664, -3.70431)
C (-0.43394, 3.34615, 2.06344)
C (3.65089, -0.02716, 1.67376)
C (2.19171, -0.16868, -2.86454)
C (2.94231, -0.12117, -0.68345)
C (-5.53516, 1.33791, 1.17774)
C (5.07787, 3.58156, -0.19886)
C (1.17909, 5.03500, 1.56716)
C (6.41826, -3.88155, -3.59824)
C (3.50653, -0.15139, -3.35725)
C (-0.25452, 5.27844, 3.47516)
C (5.71995, -3.27686, -0.97796)
C (2.69670, 3.59374, -0.67533)
C (-6.58028, -0.70620, 5.36314)
C (-5.59474, -3.62838, 1.63288)
C (0.77039, 5.76225, 2.67475)
C (2.55862, -0.05119, 0.75953)
C (-5.30859, 0.43466, -1.55348)
C (2.93079, 4.52811, -1.68179)
C (-0.65535, 4.87007, -1.35477)
C (5.32517, -0.30079, -0.08052)
C (-1.29347, 5.47921, -2.42916)
C (-4.74063, -2.35576, 1.75993)
C (4.95941, -0.11026, 1.24729)
C (-2.32560, 2.01812, -1.30521)
C (-0.43298, -3.12445, 2.19753)
C (-3.29300, -2.84156, 1.97695)
C (5.56961, -4.72247, -2.89407)
C (4.54350, -0.13612, -2.46858)
C (4.21878, 4.98294, -1.94196)
C (3.79206, 3.13726, 0.06435)
C (5.29633, 4.50829, -1.20965)
C (-5.22417, -1.48953, 2.94175)
C (0.19091, 3.18067, -2.82870)
C (0.09498, 3.71542, -1.54190)
C (-4.96743, -1.58906, 0.44705)
C (5.23286, -4.41890, -1.57530)
C (-4.31298, -2.48530, 5.66349)
C (-0.85406, 4.06669, 3.17358)
C (5.07582, -6.03527, -4.80019)
C (6.56915, -2.41467, -1.67872)
C (0.58405, 3.82077, 1.22908)
C (4.29504, -0.23135, -1.07916)
C (-1.62602, -0.99484, 3.67599)
C (-0.43462, 3.79093, -3.90198)
C (6.92591, -2.74518, -2.97225)
H (5.55901, -0.04776, -2.82370)
H (-6.83094, -0.87257, 6.41148)
H (1.33879, -0.24997, -3.53235)
H (-0.38270, -3.77324, 1.32591)
H (-1.64841, 3.66750, 3.78965)
H (-1.84732, -1.79036, 4.38875)
H (-5.51525, 1.49035, -1.73319)
H (-7.47595, -0.37234, 4.83905)
H (-0.76132, 5.29349, -0.36347)
H (1.97567, 5.41753, 0.94041)
H (-6.06932, -0.88070, 2.60721)
H (5.90691, 3.18367, 0.37313)
H (3.68695, -0.13423, -4.42483)
H (-5.33818, -4.13609, 0.70159)
H (-0.35137, 3.35634, -4.89011)
H (3.41163, 0.06354, 2.72629)
H (-3.08339, -3.60948, 1.22626)
H (5.76671, -0.10674, 1.97359)
H (6.30045, 4.84987, -1.43036)
H (7.59253, -2.08247, -3.51235)
H (5.43140, -3.04056, 0.03724)
H (-6.66255, -3.38767, 1.62188)
H (3.64080, 2.40321, 0.84800)
H (-5.44132, 2.35937, 0.79977)
H (-0.60718, -0.63764, 3.83838)
H (-4.43759, -0.79482, 3.24973)
H (-1.88745, 6.37045, -2.26477)
H (-3.67445, -3.29872, 5.32159)
H (-0.75263, -3.68828, 3.07770)
H (-1.68799, 5.41624, -4.53781)
H (4.46754, -6.90773, -5.02544)
H (-3.23742, -3.31732, 2.96406)
H (0.75322, 2.26494, -2.98122)
H (-4.72706, 0.02315, -2.37774)
H (-5.41561, -4.31717, 2.46333)
H (1.24448, 6.70835, 2.90458)
H (4.37520, 5.71301, -2.72753)
H (4.65516, -5.16214, -5.30647)
H (-4.55154, -2.17398, -0.37615)
H (2.11213, 4.91252, -2.27514)
H (-4.60838, -2.68546, 6.69477)
H (0.54832, -2.68247, 2.37532)
H (-6.24863, -0.11281, -1.46868)
H (4.55639, -5.07784, -1.04697)
H (-6.57926, 1.02509, 1.07909)
H (6.69192, -4.09127, -4.62273)
H (6.09547, -6.20490, -5.16247)
H (-3.74978, -1.55350, 5.62089)
H (-0.58600, 5.83910, 4.34058)
H (-5.82028, 0.07446, 5.29473)
H (-2.30401, -0.15488, 3.83511)
H (-5.25583, 1.34526, 2.23183)
H (-6.04879, -1.51916, 0.27836)